ORCA calculation (ωB97M-V with the def2-TZVPD basis set) on a structure of composition C30H32N3O2PSV in a non-equilibrium geometry.

```
70
Properties=species:S:1:pos:R:3:nbo_charge:R:1
V -0.47740 -0.41168 -0.69064 1.27
C 3.20889 0.15500 -0.99498 -0.93
P 1.66847 0.62438 -0.14868 0.83
C 2.03540 0.63349 1.61807 -0.40
C 3.17964 0.02812 2.12899 -0.13
C 3.38835 -0.02763 3.50212 -0.21
C 2.45565 0.51818 4.36989 -0.18
C 1.30665 1.12157 3.86699 -0.19
C 1.09610 1.17272 2.49921 -0.20
C 1.46347 2.35381 -0.66532 -0.38
C 2.05673 3.42335 0.00381 -0.14
C 1.92366 4.71272 -0.49408 -0.20
C 1.20258 4.94193 -1.66006 -0.17
C 0.61486 3.88258 -2.33864 -0.19
C 0.74949 2.59510 -1.83903 -0.22
H 3.95401 0.93553 -0.84342 0.27
H 3.00800 0.07359 -2.06336 0.25
H 3.59752 -0.79623 -0.63549 0.25
H 3.92235 -0.39832 1.46907 0.21
H 4.28459 -0.49444 3.88931 0.24
H 2.62828 0.48920 5.43786 0.24
H 0.57833 1.54943 4.54365 0.23
H 0.20000 1.65119 2.11545 0.20
H 2.61108 3.25200 0.91909 0.23
H 2.39507 5.53917 0.02129 0.24
H 1.10473 5.94826 -2.04588 0.24
H 0.06337 4.05972 -3.25256 0.23
H 0.30842 1.77196 -2.39938 0.19
S -0.83341 -2.49506 3.35401 0.56
C -1.24172 -1.51652 2.04534 -0.11
N -0.46025 -1.57024 0.99686 -0.62
C 0.57755 -2.49719 1.21857 0.17
C 1.57124 -2.86976 0.30887 -0.26
C 2.49550 -3.81198 0.69904 -0.17
C 2.45021 -4.38980 1.97909 -0.18
C 1.46914 -4.04107 2.87773 -0.18
C 0.52748 -3.08944 2.47539 -0.24
H -2.10117 -0.86187 2.09385 0.24
H 1.60432 -2.45138 -0.69010 0.23
H 3.26577 -4.12290 0.00581 0.24
H 3.18682 -5.13215 2.25453 0.25
H 1.42747 -4.48995 3.86113 0.25
N -6.04661 3.59719 1.22148 -0.79
C -5.84804 2.62247 0.31152 0.63
O -6.69650 2.17572 -0.42505 -0.55
C -4.44009 2.05825 0.19998 -0.03
C -4.33397 0.75050 -0.26364 -0.13
C -3.07858 0.22396 -0.43892 -0.02
N -1.94421 0.91109 -0.17837 -0.59
C -2.05210 2.17776 0.24059 0.07
C -3.28239 2.78060 0.43673 -0.21
H -6.97863 3.96918 1.31659 0.43
H -5.35392 3.86804 1.89526 0.40
H -5.22667 0.18874 -0.50132 0.27
H -2.97002 -0.79324 -0.82178 0.20
H -1.12503 2.71156 0.40545 0.23
H -3.31278 3.81944 0.73849 0.25
C -0.40536 -2.82728 -4.44318 -0.43
C -0.54050 -3.91387 -3.37439 -0.43
C -0.99386 -3.13111 -2.16185 -0.07
O -0.35146 -1.81619 -2.29860 -0.65
C 0.15795 -1.65463 -3.66725 -0.06
H -1.38100 -2.58128 -4.86312 0.23
H 0.25562 -3.11571 -5.25752 0.25
H 0.41966 -4.39618 -3.18709 0.22
H -1.26474 -4.67911 -3.64535 0.25
H -0.68075 -3.56008 -1.21216 0.21
H -2.07577 -2.98760 -2.15949 0.19
H 1.24657 -1.67914 -3.61991 0.20
H -0.16405 -0.68447 -4.04052 0.20
```

Computed properties:
lowest unoccupied orbital energy (alpha / beta) = -5.8 / -5.9 eV
⟨S²⟩ = 3.762
charge = +2
2S+1 = 4